1.
This record from the OMol25 dataset describes C5H14N2 as an isolated structure. The level of theory is ωB97M-V/def2-TZVPD.

For the HOMO-LUMO gap (spin up / spin down), the calculation gives 0.156 / 0.205 Eh. The calculation puts the relative energy (zero: lowest compared OMol25 entry of this formula, charge and spin) at 585.5 kJ/mol.

```
! wB97M-V def2-TZVPD RIJCOSX def2/J DEFGRID3
* xyz -1 2
N -0.56514 -1.55946 2.66891
C 0.14327 -1.12840 1.38452
C 0.64288 -2.41239 0.81782
C -0.70068 -0.33654 0.37438
N 0.06158 -0.00131 -0.79556
C -0.02073 1.80291 -1.19608
C 0.51112 2.68092 -2.33566
H -0.69732 -0.65156 3.09160
H -1.50592 -1.91233 2.26993
H 0.99865 -0.48077 1.60805
H -0.00345 -3.28094 0.50716
H 1.42234 -2.95140 1.42565
H 1.21010 -2.26691 -0.15491
H -1.50503 -1.06627 0.14010
H -1.15660 0.51245 0.86087
H -0.67497 0.86781 -1.39793
H 0.69828 1.26332 -0.54183
H -0.73800 2.29797 -0.54091
H 0.66277 2.21381 -3.27343
H -0.22938 3.26139 -2.81886
H 1.44624 3.14771 -2.09383
*
```

Atom charges from the Löwdin analysis, given in e for atoms 1 to 2: -0.0133, -0.4884

---

2.
This record from the OMol25 dataset describes one molecule with the formula CN4O9. The level of theory is ωB97M-V/def2-TZVPD.

For the HOMO-LUMO gap, the calculation gives 0.403 Eh. The calculation puts the relative energy (zero: lowest compared OMol25 entry of this formula, charge and spin) at 85.6 kJ/mol.

```
! wB97M-V def2-TZVPD RIJCOSX def2/J DEFGRID3
* xyz 0 1
O -2.15432 0.43889 -0.69845
N -2.24808 -0.14373 0.28500
O -3.14690 -0.56333 0.94478
O -0.94528 -0.52858 0.95785
C 0.46028 -0.03037 0.01164
N 1.49896 -0.34138 1.14179
O 1.97365 0.60489 1.60920
O 1.60677 -1.47136 1.37636
N 0.36488 1.49458 -0.30568
O -0.27029 2.16007 0.43301
O 1.03095 1.80598 -1.21971
N 0.57127 -0.94040 -1.22741
O -0.40876 -1.53360 -1.56316
O 1.66687 -0.95165 -1.74523
*
```

Atom charges from the Löwdin analysis, given in e for atoms 1 to 2: 0.1700, -0.3955